Computed, not measured: a structure of composition C29H32N3O2Ru, with the ωB97M-V functional and the def2-TZVPD basis.

Computed properties:
Relative energy (zero: lowest compared OMol25 entry of this formula, charge and spin), kJ/mol: 4.7
Expectation value of S²: 6.03
Total charge: +3
Energy, Eh: -1532.78500
E_HOMO (alpha / beta), eV: -16.91 / -17.67
Spin multiplicity: 5

Positions of all 67 atoms, in Å:
Ru1 0.61972 0.63464 1.53415
C1 -1.98900 -1.16692 3.03737
C2 -1.95343 0.15628 3.81033
C3 -1.44940 -0.04822 5.23287
C4 -1.16701 1.19435 3.03516
C5 -1.57815 1.61138 1.75304
C6 -0.85762 2.56874 1.02169
C7 0.32256 3.14838 1.51491
C8 1.02521 4.25534 0.79801
C9 0.81183 2.63253 2.72899
C10 0.06187 1.70250 3.48375
H1 -2.45089 -1.94372 3.64521
H2 -0.97229 -1.51000 2.79847
H3 -2.55630 -1.09405 2.11023
H4 -2.97576 0.54623 3.85902
H5 -0.45828 -0.51292 5.24886
H6 -2.12096 -0.72083 5.76306
H7 -1.41044 0.88326 5.79843
H8 -2.49904 1.21555 1.34204
H9 -1.25678 2.91336 0.07553
H10 0.68997 5.20924 1.21362
H11 0.79106 4.25867 -0.26461
H12 2.10433 4.20100 0.93203
H13 1.75260 2.99669 3.12383
H14 0.44360 1.37077 4.43891
O1 -2.71452 0.26992 -6.67398
C11 -1.57963 -0.15523 -6.13481
O2 -0.57108 -0.30939 -6.75971
C12 -1.51972 -0.50153 -4.66352
C13 -1.71025 0.46421 -3.75933
C14 -1.30840 0.30112 -2.33809
C15 0.38925 -0.77240 -1.44243
C16 1.05529 -1.59898 -2.58182
C17 -0.98515 -1.89213 -4.35942
N1 0.86017 -0.74011 -0.06528
C18 1.57200 -1.74240 0.32539
C19 2.15322 -1.76423 1.66059
C20 2.90167 -2.82456 2.12333
C21 3.49915 -2.72578 3.38092
C22 3.33586 -1.55895 4.09974
C23 2.55776 -0.53237 3.57288
N2 1.96043 -0.63093 2.38487
H15 -3.46854 0.17230 -6.07621
H16 -2.09057 1.42995 -4.07343
H17 -1.87076 0.92256 -1.64468
H18 1.65223 -2.49278 -2.40454
H19 -0.26257 -2.17332 -5.12604
H20 1.78762 -2.57564 -0.33471
H21 3.02851 -3.70999 1.51437
H22 4.09044 -3.54233 3.77341
H23 3.79971 -1.42328 5.06711
H24 2.42534 0.39087 4.11683
C24 -2.07895 -1.79600 -0.96093
C25 -1.04999 -1.14961 -1.85203
C26 -0.41744 -1.90875 -2.99577
C27 1.73309 -0.55221 -3.38512
C28 1.12199 0.67970 -3.12243
C29 1.22479 1.90600 -3.94043
N3 0.24669 0.53582 -2.09546
H25 -3.01897 -1.92220 -1.49976
H26 -2.27567 -1.17672 -0.08465
H27 -1.75534 -2.78414 -0.63279
H28 -1.82050 -2.59832 -4.44299
H29 2.45172 -0.71144 -4.17812
H30 1.91474 1.76964 -4.76849
H31 1.56183 2.73714 -3.31689
H32 0.24714 2.18426 -4.34049

Atomic partial charges in e from the natural (NBO) method, atoms 1 to 4: number 1, Ru, carries 0.89; number 2, C, carries -0.59; number 3, C, carries -0.27; number 4, C, carries -0.62